Record 1
# C30H76Br2Cl2F3N25O15PS

A 13-piece molecular cluster, C30H76Br2Cl2F3N25O15PS overall in a non-equilibrium geometry (ωB97M-V/def2-TZVPD, the Open Molecules 2025 dataset).

Geometry as XYZ:
```
155
Properties=species:S:1:pos:R:3:lowdin_charge:R:1
C 3.184 -4.226 -0.804 0.085
C 3.618 -3.126 -1.091 -0.182
C 4.109 -1.801 -1.421 -0.200
P 2.784 -0.481 -2.086 0.710
C 1.293 0.654 -2.600 -0.202
C 1.151 2.041 -1.985 -0.236
C -0.293 2.397 -1.598 -0.772
F -1.161 1.376 -1.735 -0.019
Br -0.346 2.838 0.338 0.769
C -0.857 3.618 -2.355 -1.004
F -0.782 3.354 -3.642 0.083
F -2.127 3.806 -2.055 0.040
Br 0.050 5.283 -1.967 0.798
C 4.098 0.925 -2.368 -0.657
Cl 3.891 1.800 -3.939 0.584
C 5.573 0.588 -2.003 -0.669
C 5.892 0.830 -0.527 -0.134
Cl 6.703 1.841 -2.839 0.486
N 2.751 -1.112 -3.770 -0.193
C 3.985 -1.436 -4.455 -0.137
C 1.736 -2.034 -4.115 -0.524
C 1.905 -3.540 -3.925 -0.022
O 0.720 -1.692 -4.670 0.038
O 2.817 0.122 -0.432 -0.333
C 1.955 -0.545 0.450 -0.186
C 0.887 -1.234 -0.432 -0.403
C 0.097 -2.380 0.190 -0.162
C -1.391 -2.025 0.261 -0.230
C -2.053 -1.796 -1.107 -0.500
S -1.283 -2.784 -2.423 0.812
O 1.515 -1.564 -1.601 -0.291
H 2.802 -5.152 -0.500 0.003
H 4.943 -1.982 -2.104 0.064
H 4.540 -1.427 -0.505 0.073
H 0.383 0.081 -2.584 0.070
H 1.424 0.813 -3.660 0.049
H 1.454 2.765 -2.737 0.074
H 1.758 2.282 -1.123 0.072
H 3.827 1.662 -1.632 0.053
H 5.991 -0.334 -2.375 0.038
H 6.872 0.430 -0.273 0.044
H 5.105 0.472 0.126 0.069
H 5.925 1.907 -0.419 0.063
H 4.111 -2.487 -4.725 0.079
H 4.010 -0.908 -5.413 0.074
H 4.898 -1.147 -3.948 0.052
H 1.217 -3.898 -3.175 0.044
H 1.741 -4.024 -4.882 0.077
H 2.925 -3.772 -3.640 0.048
H 1.481 0.277 1.002 0.097
H 2.426 -1.141 1.241 0.117
H 0.124 -0.449 -0.538 0.110
H 0.280 -3.319 -0.313 0.087
H 0.428 -2.482 1.224 0.112
H -1.552 -1.138 0.864 0.115
H -1.897 -2.853 0.749 0.096
H -3.094 -2.086 -1.036 0.037
H -2.051 -0.753 -1.397 0.039
H -1.805 -2.346 -3.580 -0.129
C 8.302 6.270 -4.202 -0.665
O 8.587 7.426 -4.490 0.008
N 7.051 5.763 -4.365 0.167
N 9.218 5.394 -3.693 0.157
H 6.804 4.818 -4.134 0.080
H 6.349 6.374 -4.735 0.106
H 10.152 5.731 -3.560 0.100
H 9.002 4.445 -3.450 0.088
C 11.176 9.919 -5.991 -0.687
O 10.897 9.290 -6.994 0.024
N 11.951 11.057 -6.038 0.130
N 10.757 9.562 -4.743 0.155
H 12.197 11.594 -5.231 0.080
H 12.277 11.350 -6.938 0.092
H 10.183 8.735 -4.651 0.056
H 10.991 10.080 -3.919 0.087
C -4.990 0.265 -1.805 -0.647
O -5.259 -0.169 -0.682 -0.013
N -5.593 -0.171 -2.943 0.175
N -4.041 1.230 -1.993 0.175
H -5.339 0.183 -3.848 0.055
H -6.296 -0.879 -2.860 0.102
H -3.561 1.558 -1.174 0.096
H -3.798 1.614 -2.886 0.087
C -3.912 0.573 -6.603 -0.670
O -4.833 0.945 -5.888 0.003
N -2.623 0.510 -6.166 0.176
N -4.109 0.188 -7.900 0.147
H -1.857 0.205 -6.734 0.102
H -2.441 0.782 -5.217 0.100
H -5.047 0.223 -8.250 0.099
H -3.374 -0.121 -8.504 0.092
C -3.325 -5.400 -0.333 -0.680
O -3.820 -4.327 -0.617 0.020
N -3.792 -6.168 0.688 0.154
N -2.259 -5.921 -1.020 0.150
H -3.401 -7.055 0.939 0.090
H -4.586 -5.820 1.197 0.066
H -1.898 -5.377 -1.784 0.039
H -1.838 -6.803 -0.803 0.085
C -6.054 2.252 2.170 -0.699
O -4.919 2.663 2.001 0.024
N -6.960 2.903 2.969 0.142
N -6.523 1.113 1.577 0.148
H -7.897 2.583 3.118 0.085
H -6.656 3.751 3.423 0.057
H -5.891 0.606 0.962 0.055
H -7.456 0.771 1.704 0.089
C -7.795 6.683 3.820 -0.664
O -7.516 5.508 3.984 0.022
N -7.465 7.357 2.680 0.157
N -8.461 7.416 4.763 0.148
H -7.683 8.321 2.521 0.092
H -6.974 6.843 1.971 0.111
H -8.716 6.948 5.612 0.101
H -8.701 8.382 4.649 0.090
C -5.880 -1.505 5.103 -0.651
O -5.895 -2.087 6.190 -0.015
N -5.412 -2.059 3.954 0.179
N -6.349 -0.224 5.018 0.161
H -5.395 -1.577 3.073 0.098
H -5.060 -2.999 4.001 0.108
H -6.686 0.181 5.870 0.098
H -6.363 0.316 4.170 0.064
C -3.935 -4.990 8.078 -0.677
O -4.702 -5.874 7.699 -0.012
N -4.140 -3.666 7.830 0.162
N -2.801 -5.267 8.790 0.150
H -3.508 -2.954 8.145 0.083
H -4.961 -3.387 7.306 0.054
H -2.608 -6.228 8.994 0.094
H -2.170 -4.553 9.109 0.046
C 9.392 -1.021 -0.637 -0.671
O 8.910 -0.204 0.127 0.021
N 9.024 -1.087 -1.948 0.167
N 10.334 -1.936 -0.242 0.144
H 9.395 -1.744 -2.606 0.093
H 8.329 -0.427 -2.245 0.056
H 10.620 -1.911 0.718 0.097
H 10.739 -2.616 -0.855 0.086
C -5.983 -6.743 3.459 -0.684
O -4.771 -6.644 3.457 0.025
N -6.731 -6.574 4.582 0.164
N -6.702 -7.035 2.326 0.147
H -7.729 -6.650 4.604 0.090
H -6.238 -6.358 5.436 0.095
H -6.187 -7.164 1.480 0.077
H -7.699 -7.119 2.308 0.089
C -0.666 -2.456 10.526 -0.668
O -0.848 -2.912 9.408 0.019
N -1.661 -1.853 11.242 0.156
N 0.549 -2.514 11.146 0.151
H -1.532 -1.472 12.160 0.092
H -2.565 -1.795 10.814 0.104
H 1.299 -2.949 10.644 0.105
H 0.724 -2.146 12.061 0.091
```

Calculated values
highest occupied orbital energy = -5.205 eV
charge = -1
E_LUMO = 0.0619 Ha
ΔE to the lowest compared entry with this formula, charge and spin = 0.0 kJ/mol

***

Record 2
# C30H76FGaO11P

C30H76FGaO11P as an isolated structure (ωB97M-V/def2-TZVPD, the Open Molecules 2025 dataset).

Geometry as XYZ:
```
120
Properties=species:S:1:pos:R:3:lowdin_charge:R:1
C -3.402 3.950 4.160 -0.084
C -4.050 2.571 4.131 -0.282
O -5.064 2.436 3.160 -0.154
C -4.581 2.571 1.826 -0.235
C -5.606 1.967 0.886 -0.180
C -5.609 0.440 0.871 -0.213
C -4.370 -0.195 0.231 -0.296
C -4.271 -0.009 -1.291 -0.253
Ga -2.408 -0.303 -1.979 0.434
C -1.164 1.282 -1.570 -0.227
C -1.614 2.167 -0.433 -0.279
F -1.306 1.563 0.813 -0.114
C -1.547 -2.005 -1.321 -0.258
C -0.451 -2.545 -2.245 -0.276
C 0.406 -3.656 -1.631 -0.263
O 1.797 -3.314 -1.701 -0.102
P -2.499 -0.346 -4.381 0.447
O -3.458 -1.267 -5.031 -0.376
O -2.836 1.192 -4.921 -0.244
O -1.015 -0.580 -5.067 -0.226
H -2.711 4.099 3.332 0.068
H -4.168 4.727 4.117 0.078
H -2.845 4.075 5.091 0.069
H -3.281 1.802 3.965 0.108
H -4.527 2.363 5.090 0.113
H -4.415 3.629 1.593 0.120
H -3.615 2.058 1.737 0.099
H -5.435 2.349 -0.125 0.103
H -6.586 2.337 1.201 0.112
H -6.487 0.098 0.313 0.109
H -5.733 0.087 1.901 0.105
H -3.469 0.173 0.739 0.068
H -4.393 -1.267 0.448 0.102
H -4.658 0.969 -1.597 0.041
H -4.923 -0.743 -1.777 0.052
H -0.161 0.905 -1.340 0.040
H -1.057 1.918 -2.458 0.041
H -2.699 2.320 -0.433 0.086
H -1.129 3.150 -0.403 0.103
H -1.120 -1.802 -0.330 0.044
H -2.314 -2.776 -1.182 0.052
H 0.239 -1.749 -2.543 0.089
H -0.910 -2.900 -3.171 0.097
H 0.125 -3.788 -0.581 0.102
H 0.247 -4.610 -2.149 0.104
H 2.209 -3.703 -0.921 0.036
H -2.123 1.808 -4.696 0.035
H -0.350 0.041 -4.738 0.041
C -5.722 -0.021 -6.862 -0.071
C -6.463 1.059 -7.625 -0.506
C -6.081 1.076 -9.099 -0.073
O -6.242 2.342 -7.034 -0.062
H -4.643 0.137 -6.910 0.065
H -5.994 -0.013 -5.808 0.083
H -5.929 -1.014 -7.264 0.082
H -7.544 0.913 -7.541 0.130
H -5.008 1.259 -9.202 0.079
H -6.618 1.862 -9.631 0.070
H -6.303 0.117 -9.570 0.073
H -5.290 2.442 -6.915 0.083
C 3.134 -3.198 3.493 -0.052
C 2.647 -4.034 2.327 -0.486
C 3.493 -5.273 2.089 -0.056
O 2.537 -3.242 1.142 -0.060
H 4.165 -2.865 3.331 0.087
H 2.499 -2.323 3.609 0.059
H 3.104 -3.765 4.424 0.063
H 1.614 -4.332 2.524 0.142
H 4.523 -4.988 1.853 0.080
H 3.098 -5.855 1.256 0.078
H 3.516 -5.904 2.979 0.079
H 3.411 -2.901 0.916 0.096
C -0.232 0.319 3.827 -0.053
C -0.219 -1.167 3.522 -0.487
C -1.597 -1.695 3.168 -0.043
O 0.358 -1.899 4.615 -0.083
H -0.880 0.520 4.688 0.075
H 0.773 0.670 4.064 0.078
H -0.607 0.885 2.976 0.061
H 0.460 -1.358 2.687 0.133
H -2.288 -1.541 4.004 0.081
H -1.555 -2.761 2.947 0.080
H -1.998 -1.176 2.295 0.070
H -0.195 -1.761 5.392 0.082
C 3.545 1.977 -1.820 -0.057
C 2.789 1.265 -2.928 -0.494
C 3.513 0.008 -3.386 -0.052
O 2.562 2.154 -4.027 -0.058
H 4.533 2.285 -2.177 0.057
H 3.003 2.869 -1.501 0.079
H 3.683 1.327 -0.954 0.079
H 1.790 1.001 -2.578 0.115
H 4.503 0.272 -3.771 0.076
H 2.957 -0.498 -4.174 0.080
H 3.637 -0.689 -2.556 0.077
H 3.425 2.415 -4.367 0.080
C 7.775 5.502 -3.243 -0.064
C 6.948 4.570 -2.372 -0.506
C 7.619 4.278 -1.041 -0.061
O 6.644 3.360 -3.064 -0.064
H 8.746 5.049 -3.464 0.079
H 7.265 5.696 -4.186 0.079
H 7.954 6.453 -2.740 0.078
H 5.970 5.020 -2.190 0.139
H 8.586 3.792 -1.204 0.080
H 6.999 3.615 -0.439 0.079
H 7.795 5.198 -0.480 0.079
H 7.471 2.903 -3.253 0.089
C 2.330 -3.782 7.401 -0.063
C 3.762 -3.939 7.882 -0.505
C 4.076 -3.018 9.050 -0.065
O 4.680 -3.732 6.810 -0.059
H 2.163 -2.763 7.039 0.080
H 2.122 -4.463 6.575 0.076
H 1.617 -3.979 8.203 0.080
H 3.934 -4.974 8.185 0.136
H 3.941 -1.974 8.752 0.081
H 5.107 -3.150 9.376 0.076
H 3.413 -3.214 9.895 0.077
H 4.554 -2.833 6.485 0.084
```

Calculated values
highest occupied orbital energy = -5.192 eV
charge = -1
E_LUMO = 0.0738 Ha

***

Record 3
# C30H77N5O11

A 6-piece molecular cluster, C30H77N5O11 overall in a non-equilibrium geometry (ωB97M-V/def2-TZVPD, the Open Molecules 2025 dataset).

Geometry as XYZ:
```
123
Properties=species:S:1:pos:R:3:lowdin_charge:R:1
C -0.171 -0.016 -4.663 -0.119
O 0.147 -0.562 -3.420 -0.196
C 0.168 -1.976 -3.337 -0.206
C -1.199 -2.623 -3.440 -0.186
N -2.009 -2.268 -2.263 -0.052
C -3.272 -2.969 -2.241 -0.225
C -3.931 -2.684 -0.880 -0.220
O -3.016 -2.923 0.179 -0.222
C -3.244 -4.095 0.959 -0.085
H -0.698 0.936 -4.601 0.087
H -0.879 -0.658 -5.205 0.073
H 0.663 0.113 -5.360 0.087
H 0.662 -2.237 -2.400 0.122
H 0.854 -2.328 -4.119 0.123
H -1.109 -3.715 -3.419 0.122
H -1.744 -2.197 -4.282 0.102
H -1.588 -2.388 -1.351 0.104
H -3.294 -4.074 -2.279 0.116
H -3.901 -2.612 -3.063 0.100
H -4.880 -3.217 -0.766 0.120
H -4.151 -1.614 -0.805 0.111
H -4.277 -4.125 1.314 0.085
H -2.525 -4.011 1.768 0.089
H -3.075 -4.981 0.338 0.087
C 3.012 -0.935 -0.134 -0.127
O 1.901 -1.319 0.652 -0.217
C 1.334 -0.220 1.399 -0.184
C 0.636 0.815 0.503 -0.177
N -0.811 0.594 0.626 -0.059
C -1.567 0.940 -0.573 -0.218
C -1.930 2.429 -0.617 -0.215
O -2.203 2.948 -1.903 -0.182
C -3.393 2.408 -2.425 -0.126
H 3.739 -0.471 0.543 0.064
H 2.811 -0.237 -0.951 0.078
H 3.488 -1.815 -0.566 0.086
H 2.128 0.190 2.034 0.098
H 0.670 -0.863 1.982 0.122
H 0.937 0.767 -0.546 0.111
H 0.853 1.799 0.927 0.109
H -1.028 -0.364 0.856 0.089
H -2.533 0.435 -0.464 0.105
H -1.140 0.559 -1.508 0.105
H -1.079 2.964 -0.193 0.116
H -2.808 2.602 0.011 0.118
H -3.711 3.021 -3.268 0.081
H -4.187 2.382 -1.672 0.073
H -3.288 1.403 -2.848 0.077
C 5.930 4.368 3.675 -0.090
O 5.725 3.186 2.907 -0.213
C 4.594 3.192 2.076 -0.240
C 5.055 2.888 0.643 -0.230
N 5.482 1.514 0.548 -0.051
C 6.281 1.328 -0.693 -0.171
C 7.774 1.442 -0.387 -0.243
O 8.344 0.372 0.339 -0.161
C 9.701 0.641 0.567 -0.133
H 6.904 4.396 4.150 0.086
H 5.065 4.565 4.307 0.089
H 5.959 5.178 2.930 0.085
H 4.124 4.189 2.056 0.117
H 3.810 2.565 2.517 0.118
H 5.853 3.646 0.542 0.121
H 4.263 3.156 -0.063 0.121
H 6.073 1.379 1.364 0.101
H 6.040 2.166 -1.349 0.111
H 5.997 0.424 -1.234 0.112
H 7.907 2.351 0.214 0.118
H 8.273 1.648 -1.344 0.124
H 10.349 0.427 -0.292 0.087
H 10.072 -0.019 1.350 0.087
H 9.929 1.674 0.845 0.086
C -6.804 -1.246 -7.442 -0.126
O -6.132 -0.070 -7.082 -0.176
C -5.070 -0.316 -6.179 -0.230
C -5.484 -0.479 -4.721 -0.218
N -5.934 0.808 -4.179 -0.059
C -6.922 0.562 -3.113 -0.192
C -7.278 1.895 -2.445 -0.231
O -8.351 1.731 -1.543 -0.186
C -8.340 2.705 -0.512 -0.110
H -6.219 -1.869 -8.139 0.088
H -7.722 -1.062 -7.997 0.088
H -7.002 -1.901 -6.589 0.080
H -4.403 0.542 -6.281 0.124
H -4.477 -1.184 -6.493 0.120
H -4.578 -0.680 -4.142 0.101
H -6.162 -1.340 -4.682 0.109
H -6.379 1.384 -4.885 0.109
H -6.500 -0.122 -2.376 0.118
H -7.789 0.114 -3.614 0.122
H -7.544 2.623 -3.220 0.127
H -6.371 2.245 -1.943 0.099
H -9.378 2.774 -0.183 0.087
H -8.127 3.730 -0.841 0.087
H -7.615 2.410 0.247 0.089
C 5.441 -2.915 4.180 -0.090
O 4.668 -2.015 4.956 -0.201
C 3.717 -1.283 4.220 -0.245
C 2.953 -0.354 5.143 -0.221
N 2.436 -0.943 6.364 -0.042
C 1.358 -1.931 6.133 -0.192
C 0.759 -2.227 7.473 -0.249
O 1.715 -2.898 8.282 -0.202
C 1.235 -3.281 9.542 -0.123
H 6.246 -2.332 3.721 0.088
H 4.793 -3.440 3.478 0.089
H 5.927 -3.624 4.848 0.085
H 3.053 -1.854 3.552 0.116
H 4.343 -0.753 3.479 0.118
H 2.159 0.157 4.586 0.107
H 3.535 0.530 5.430 0.116
H 3.224 -1.449 6.763 0.104
H 1.682 -2.876 5.687 0.123
H 0.610 -1.503 5.464 0.120
H -0.191 -2.791 7.431 0.118
H 0.405 -1.402 8.115 0.122
H 1.087 -2.337 10.091 0.092
H 1.954 -3.961 9.993 0.087
H 0.275 -3.819 9.525 0.084
O -2.616 5.884 -4.626 -0.062
H -2.063 5.187 -4.252 0.028
H -2.995 5.494 -5.421 0.030
```

Calculated values
highest occupied orbital energy = -8.528 eV
SMILES = COCCNCCOC.COCCNCCOC.COCCNCCOC.COCCNCCOC.COCCNCCOC.O
E_LUMO = 0.0212 Ha
ΔE to the lowest compared entry with this formula, charge and spin = 188.7 kJ/mol